## A
ORCA calculation (wB97M-V/def2-TZVPD) on a 2-piece molecular cluster, CH4NS overall.

The geometry in XYZ format:
```
7
Properties=species:S:1:pos:R:3
S -1.216 2.677 -1.085
H -2.159 1.949 -0.472
C 0.655 -0.557 0.151
N 0.232 -1.749 0.302
H 0.550 -0.064 -0.813
H 1.125 0.017 0.960
H 0.813 -2.274 0.956
```

Output
* frontier orbital gap: 0.2420 Ha
* LUMO energy: 4.1292 eV
* total charge: -1

## B
ORCA calculation (wB97M-V/def2-TZVPD) on a 2-piece molecular cluster, CH4NS overall.

The geometry in XYZ format:
```
7
Properties=species:S:1:pos:R:3
S -2.282 0.181 -0.567
H -3.138 -0.771 -0.127
C 0.981 -0.251 0.030
N 1.898 0.536 0.330
H 0.126 -0.056 -0.688
H 0.769 -1.168 0.661
H 1.648 1.529 0.362
```

Output
* frontier orbital gap: 0.2693 Ha
* LUMO energy: 4.6491 eV
* total charge: -1

Energies relative to the most stable structure, in kJ/mol: A 0.0; B 27.2.

## A
ORCA calculation (wB97M-V/def2-TZVPD) on a 2-piece molecular cluster, C7H10N2O2S overall.

The geometry in XYZ format:
```
22
Properties=species:S:1:pos:R:3
C -1.276 -0.688 2.166
C -0.035 -0.717 1.562
C 0.402 0.780 3.317
C 1.081 1.701 4.098
C -1.643 0.500 -0.621
C 0.405 -0.511 -2.583
C -1.734 -0.736 -1.366
N 0.903 0.023 2.354
N -1.028 -0.631 -2.645
O -1.353 1.631 -0.693
O 0.293 -1.304 0.495
S -1.398 0.439 3.418
H 0.547 2.026 4.868
H 2.037 2.115 3.997
H 0.615 -0.792 -3.577
H 0.704 0.615 -2.340
H 0.777 -0.997 -1.637
H -1.302 -1.677 -0.732
H -2.782 -0.960 -1.640
H 1.759 0.423 1.909
H -2.117 -1.269 1.806
H -1.502 0.062 -3.243
```

Output
* frontier orbital gap (spin up / spin down): 0.2964 / 0.1901 Ha
* LUMO energy (spin up / spin down): 0.4620 / -1.4054 eV

## B
ORCA calculation (wB97M-V/def2-TZVPD) on a 2-piece molecular cluster, C7H10N2O2S overall.

The geometry in XYZ format:
```
22
Properties=species:S:1:pos:R:3
C 1.097 -2.940 0.438
C 0.614 -2.822 1.717
C 0.123 -1.003 -0.004
C 2.362 0.860 0.422
C 0.037 0.664 -1.893
C -2.260 1.715 0.041
C -0.293 0.222 -0.531
N 0.738 -2.050 -0.469
N -0.903 1.252 0.395
O 2.075 1.898 0.861
O 2.800 -0.078 -0.044
S -0.164 -1.272 1.898
H 1.449 -3.804 0.010
H 0.828 -3.355 2.530
H 1.113 0.976 -2.058
H -0.178 -0.127 -2.705
H -0.473 1.652 -1.966
H -2.178 2.396 -0.933
H -2.727 0.786 -0.252
H -2.772 2.207 0.838
H -0.397 2.127 0.421
H -0.890 0.697 1.283
```

Output
* frontier orbital gap: 0.2379 Ha
* LUMO energy: 0.1855 eV

## C
ORCA calculation (wB97M-V/def2-TZVPD) on the molecule C7H10N2O2S.

The geometry in XYZ format:
```
22
Properties=species:S:1:pos:R:3
C 2.076 2.383 -0.805
C 0.725 1.819 -0.852
O -0.239 2.337 -1.302
N 0.453 0.504 -0.307
C -0.705 -0.087 -0.625
C -1.369 0.141 -2.004
C -0.941 -1.077 0.280
O -1.861 -1.976 0.422
N 0.002 -0.971 1.224
C 0.214 -1.796 2.367
C 0.949 -0.127 0.803
S 2.418 0.069 1.473
H 2.905 1.759 -1.332
H 2.292 2.279 0.400
H 2.120 3.381 -1.040
H -0.818 -0.459 -2.815
H -1.456 1.213 -2.295
H -2.389 -0.214 -1.835
H -2.630 -1.635 -0.047
H 0.432 -2.908 2.022
H 1.156 -1.366 2.887
H -0.649 -1.910 3.126
```

Output
* frontier orbital gap: 0.2852 Ha
* LUMO energy: 0.3716 eV
* SMILES string: CC(=O)n1c(C)c(O)n(C)c1=S

Energies relative to the most stable structure, in kJ/mol: A 328.1; B 126.6; C 0.0.